# 1
Molecular formula: C57H54IN6O3P2S3SiTi
Method: DFT, ωB97M-V with the def2-TZVPD basis set

Last column: Mulliken spin population.
Element x y z (Å)
Ti: -0.406 -0.845 0.805  0.8278
C: 0.351 -4.354 2.468  0.0014
Si: 0.957 -3.012 1.284  -0.0156
C: 1.503 -3.900 -0.296  -0.0183
C: 1.985 -5.216 -0.306  0.0044
C: 2.605 -5.746 -1.423  0.0001
C: 2.768 -4.965 -2.563  -0.0001
C: 2.264 -3.679 -2.592  -0.0039
C: 1.612 -3.161 -1.472  -0.0164
P: 0.665 -1.601 -1.600  0.1036
C: -0.689 -2.162 -2.697  -0.0029
C: -0.968 -3.513 -2.893  -0.0016
C: -2.054 -3.899 -3.669  0.0009
C: -2.856 -2.944 -4.275  -0.0006
C: -2.580 -1.597 -4.086  0.0005
C: -1.521 -1.212 -3.282  0.0060
C: 1.764 -0.570 -2.629  -0.0370
C: 2.994 -0.219 -2.077  0.0165
C: 3.877 0.574 -2.789  0.0069
C: 3.536 1.034 -4.053  -0.0009
C: 2.316 0.682 -4.610  0.0008
C: 1.435 -0.125 -3.905  -0.0046
C: 2.644 -2.509 2.038  -0.0194
C: 3.697 -3.438 2.077  0.0040
C: 4.840 -3.218 2.817  0.0000
C: 4.955 -2.062 3.585  0.0011
C: 3.944 -1.127 3.549  -0.0033
C: 2.817 -1.320 2.743  -0.0135
P: 1.592 0.045 2.558  0.1254
C: 2.616 1.347 1.770  -0.0476
C: 3.788 1.894 2.291  -0.0031
C: 4.479 2.877 1.601  0.0006
C: 4.020 3.329 0.369  -0.0001
C: 2.866 2.783 -0.172  0.0096
C: 2.180 1.804 0.533  0.0612
C: 1.416 0.485 4.331  0.0088
C: 1.847 1.682 4.891  -0.0026
C: 1.740 1.903 6.256  0.0002
C: 1.187 0.933 7.077  -0.0008
C: 0.745 -0.262 6.525  -0.0008
C: 0.864 -0.485 5.164  -0.0001
H: 1.196 -4.797 2.996  0.0002
H: -0.174 -5.152 1.942  0.0010
H: -0.331 -3.956 3.219  -0.0009
H: 1.883 -5.829 0.581  -0.0004
H: 2.975 -6.763 -1.404  -0.0001
H: 3.270 -5.368 -3.433  -0.0001
H: 2.349 -3.088 -3.495  0.0002
H: -0.339 -4.276 -2.455  -0.0003
H: -2.255 -4.952 -3.816  0.0000
H: -3.688 -3.248 -4.897  -0.0001
H: -3.177 -0.834 -4.570  0.0000
H: -1.337 -0.158 -3.139  0.0048
H: 3.270 -0.571 -1.087  0.0046
H: 4.828 0.843 -2.348  0.0001
H: 4.220 1.665 -4.603  -0.0001
H: 2.040 1.037 -5.594  -0.0001
H: 0.486 -0.375 -4.352  -0.0005
H: 3.615 -4.362 1.523  0.0003
H: 5.635 -3.952 2.816  0.0000
H: 5.823 -1.897 4.207  -0.0001
H: 4.022 -0.245 4.173  -0.0002
H: 4.176 1.560 3.243  0.0000
H: 5.384 3.287 2.027  0.0000
H: 4.564 4.093 -0.168  -0.0001
H: 2.486 3.091 -1.137  0.0002
H: 1.279 1.395 0.078  -0.0306
H: 2.246 2.464 4.262  -0.0001
H: 2.082 2.840 6.672  0.0000
H: 1.095 1.106 8.140  -0.0001
H: 0.309 -1.025 7.154  0.0000
H: 0.523 -1.427 4.748  0.0032
S: -1.685 -1.526 2.915  -0.0324
C: -2.303 0.069 2.590  0.0212
C: -3.390 0.668 3.248  -0.0030
C: -3.826 1.900 2.832  0.0092
C: -3.177 2.542 1.772  -0.0038
C: -2.100 1.919 1.196  0.0141
N: -1.670 0.705 1.587  0.0138
H: -3.865 0.131 4.056  -0.0004
H: -4.666 2.372 3.325  0.0003
H: -3.489 3.512 1.417  -0.0001
H: -1.571 2.376 0.368  0.0014
C: -2.462 -4.026 0.250  0.0090
N: -3.526 -3.082 -0.042  0.0090
C: -4.717 -3.272 0.781  0.0018
C: -3.177 -1.818 -0.417  0.0104
O: -1.995 -1.414 -0.261  -0.0359
N: -4.090 -1.021 -0.999  0.0050
C: -5.323 -1.529 -1.577  -0.0009
C: -3.831 0.397 -1.231  0.0047
H: -2.865 -5.031 0.131  0.0004
H: -2.090 -3.903 1.271  -0.0009
H: -1.642 -3.901 -0.457  0.0013
H: -4.406 -3.448 1.814  -0.0003
H: -5.303 -4.122 0.428  -0.0003
H: -5.341 -2.384 0.764  0.0005
H: -6.194 -1.277 -0.969  0.0002
H: -5.260 -2.607 -1.696  0.0002
H: -5.441 -1.073 -2.559  0.0005
H: -2.793 0.644 -1.021  0.0012
H: -4.488 1.006 -0.605  0.0003
H: -4.024 0.619 -2.281  0.0001
I: -1.896 5.986 4.912  0.0000
C: -0.752 4.814 3.688  0.0001
C: -0.113 5.182 2.525  -0.0001
N: 0.486 4.069 2.063  -0.0007
N: 0.250 2.997 2.828  0.0069
C: -0.484 3.442 3.830  -0.0005
H: -0.031 6.126 2.021  0.0000
H: 1.014 3.943 1.209  -0.0002
H: -0.801 2.768 4.608  0.0004
O: -3.622 2.873 -5.303  0.0000
S: -2.189 2.763 -5.337  0.0000
O: -1.562 2.253 -6.524  0.0000
N: -1.671 1.928 -4.025  0.0004
C: -0.999 2.667 -3.193  0.0012
S: -0.333 2.143 -1.719  -0.0016
C: -0.829 4.094 -3.651  0.0001
C: -0.164 5.142 -3.041  -0.0001
C: -0.148 6.373 -3.681  0.0001
C: -0.785 6.552 -4.908  0.0001
C: -1.453 5.499 -5.520  0.0000
C: -1.452 4.286 -4.863  0.0000
H: 0.327 4.985 -2.089  -0.0001
H: 0.366 7.207 -3.224  0.0000
H: -0.758 7.520 -5.388  0.0000
H: -1.948 5.621 -6.472  0.0000

Properties
E_LUMO (alpha / beta), eV: 0.215 / 0.109
Frontier orbital gap (alpha / beta), eV: 7.941 / 7.783
Energy, Eh: -6072.7829
Multiplicity: 2
Energy relative to the best compared isomer or geometry (same formula, charge and spin), kcal per mole: 13.3
<S²>: 0.762


# 2
Molecular formula: C57H55AsN8OY
Method: DFT, ωB97M-V with the def2-TZVPD basis set

Last column: Mulliken charge in e.
Element x y z (Å)
Y: 0.423 0.279 -0.280  -0.9415
C: 2.475 1.897 -6.534  -0.8178
C: 2.791 0.534 -6.623  -0.8371
C: 2.729 -0.292 -5.514  -0.3035
C: 2.312 0.281 -4.320  0.4115
C: 2.145 -0.274 -2.981  -0.4690
N: 1.673 0.703 -2.153  0.2722
C: 1.672 1.888 -2.832  0.2571
N: 1.580 3.098 -2.325  -0.1378
C: 1.471 3.352 -1.037  -0.5991
C: 1.821 4.649 -0.488  0.2883
C: 2.259 5.826 -1.085  -0.0706
C: 2.465 6.913 -0.257  -0.7826
C: 2.259 6.824 1.129  -0.7679
C: 1.850 5.646 1.723  -0.3015
C: 1.623 4.559 0.885  0.0934
C: 1.223 3.190 1.144  -0.6929
N: 1.116 2.729 2.369  -0.1608
C: 1.215 1.448 2.672  0.3079
N: 1.389 0.409 1.807  0.0202
C: 1.796 -0.685 2.520  -0.4213
N: 2.232 -1.837 2.052  -0.2112
C: 2.367 -2.126 0.775  -0.1128
N: 2.013 -1.355 -0.301  0.5361
C: 2.454 -1.983 -1.432  -0.4918
N: 2.466 -1.514 -2.668  -0.2086
C: 3.030 -3.267 -1.081  0.3710
C: 3.593 -4.282 -1.850  -0.3553
C: 4.079 -5.387 -1.180  -0.6564
C: 4.027 -5.474 0.221  -0.8170
C: 3.491 -4.460 0.985  -0.3359
C: 2.981 -3.352 0.310  0.5260
C: 1.759 -0.367 3.939  0.2166
C: 2.047 -1.126 5.070  0.0002
C: 1.898 -0.508 6.298  -0.8405
C: 1.502 0.834 6.397  -0.7381
C: 1.245 1.595 5.271  -0.6559
C: 1.368 0.965 4.038  0.2439
N: 1.095 2.509 -0.034  0.6678
C: 1.995 1.634 -4.231  0.1844
C: 2.087 2.471 -5.337  -0.2865
H: 2.547 2.510 -7.422  0.4359
H: 3.101 0.129 -7.576  0.4357
H: 2.992 -1.338 -5.566  0.6172
H: 2.421 5.883 -2.150  0.5772
H: 2.798 7.851 -0.677  0.4507
H: 2.439 7.698 1.741  0.4556
H: 1.709 5.569 2.791  0.5639
H: 3.644 -4.205 -2.926  0.5870
H: 4.515 -6.203 -1.738  0.4450
H: 4.427 -6.354 0.704  0.4336
H: 3.463 -4.517 2.062  0.5902
H: 2.372 -2.152 4.984  0.6439
H: 2.102 -1.061 7.204  0.4220
H: 1.402 1.279 7.377  0.4371
H: 0.956 2.633 5.345  0.5669
H: 1.862 3.525 -5.264  0.5603
C: -1.330 5.484 -0.701  -2.5340
C: -1.735 4.033 -0.667  1.5261
C: -2.071 3.427 0.554  0.3656
C: -2.056 4.205 1.845  -2.1428
C: -2.533 2.101 0.588  1.9281
C: -2.918 1.502 1.916  -1.9298
C: -2.753 1.406 -0.612  0.6860
C: -3.598 0.155 -0.658  -2.2732
C: -2.364 1.999 -1.827  2.3184
C: -2.709 1.323 -3.124  -2.6462
C: -1.852 3.303 -1.858  0.7049
C: -1.602 3.933 -3.201  -2.1993
H: -2.205 6.126 -0.815  0.4387
H: -0.655 5.700 -1.522  0.4057
H: -0.814 5.791 0.204  0.4522
H: -2.942 3.983 2.440  0.4994
H: -2.050 5.277 1.676  0.4520
H: -1.187 3.962 2.461  0.1959
H: -3.917 1.816 2.228  0.4982
H: -2.232 1.811 2.705  0.4374
H: -2.911 0.413 1.892  -0.3174
H: -4.098 -0.033 0.286  0.5140
H: -3.031 -0.743 -0.930  0.1602
H: -4.380 0.267 -1.410  0.5765
H: -3.708 1.625 -3.456  0.4309
H: -2.721 0.242 -3.028  0.2739
H: -2.021 1.593 -3.921  0.5757
H: -1.349 4.984 -3.133  0.4229
H: -2.491 3.856 -3.829  0.4968
H: -0.787 3.440 -3.734  0.1969
C: -3.130 -2.472 1.384  -1.8983
As: -1.288 -1.836 1.572  1.8573
C: -1.439 -1.174 3.410  -1.0947
C: -0.399 -3.597 1.828  -0.6717
C: -1.188 -4.591 2.613  -0.4032
C: -2.028 -5.495 1.970  -0.0308
C: -2.784 -6.401 2.695  -0.8026
C: -2.710 -6.419 4.080  -0.5433
C: -1.863 -5.536 4.732  -0.7671
C: -1.105 -4.632 4.003  -0.1509
H: -3.344 -3.101 2.251  0.5921
H: -3.266 -3.069 0.482  0.3728
H: -3.826 -1.631 1.368  0.4867
H: -2.468 -1.305 3.747  0.6059
H: -1.170 -0.120 3.464  -0.1484
H: -0.775 -1.730 4.066  0.2307
H: 0.552 -3.379 2.305  0.4869
H: -0.179 -3.977 0.826  0.6065
H: -2.089 -5.493 0.888  0.4305
H: -3.428 -7.099 2.179  0.4228
H: -3.299 -7.126 4.646  0.4035
H: -1.784 -5.557 5.810  0.4250
H: -0.423 -3.970 4.520  0.3528
C: -1.653 -2.247 -3.951  -0.6772
C: -1.343 -3.367 -2.962  -0.7829
C: -0.950 -2.601 -1.700  1.1480
O: -0.608 -1.249 -2.107  0.3003
C: -0.595 -1.240 -3.562  -0.5964
H: -2.656 -1.847 -3.796  0.2403
H: -1.563 -2.564 -4.987  0.5295
H: -0.508 -3.966 -3.322  0.4546
H: -2.184 -4.033 -2.784  0.4452
H: -0.087 -3.037 -1.191  -0.6879
H: -1.788 -2.522 -1.002  -0.7321
H: 0.383 -1.573 -3.911  0.1174
H: -0.766 -0.216 -3.884  0.3589

Properties
E_LUMO (alpha / beta), eV: -3.775 / -3.752
Frontier orbital gap (alpha / beta), eV: 4.913 / 4.971
Energy, Eh: -4992.5321
Charge: +1
Energy relative to the best compared isomer or geometry (same formula, charge and spin), kcal per mole: 4.8


# 3
Molecular formula: C57H55ClF4N11O16
Method: DFT, ωB97M-V with the def2-TZVPD basis set

Last column: Mulliken charge in e.
Element x y z (Å)
C: -2.098 -3.336 0.365  -0.8173
C: -1.624 -2.694 1.445  -0.5535
C: -0.330 -1.911 1.365  0.1835
N: 0.766 -2.904 1.350  0.0914
C: 1.975 -2.349 1.746  -0.5155
N: 2.170 -1.583 2.922  -0.0319
C: 2.631 -2.321 4.069  0.9738
F: 3.819 -2.879 3.777  -0.3178
F: 2.836 -1.423 5.046  -0.3080
C: 1.647 -3.366 4.658  -0.0335
F: 1.933 -4.596 4.178  -0.2597
F: 0.388 -3.039 4.317  -0.2298
N: 3.028 -2.526 1.030  0.1462
C: 3.138 -3.315 -0.213  -1.0190
C: 2.822 -4.806 -0.043  -0.2600
C: 2.100 -5.440 -1.226  -0.4506
Cl: 0.694 -4.511 -1.811  -0.1787
H: -2.071 -2.850 -0.609  0.3074
H: -2.475 -4.354 0.396  0.2664
H: -2.124 -2.702 2.411  0.4849
H: -0.328 -1.275 0.474  0.4793
H: -0.298 -1.261 2.241  -0.4750
H: 0.493 -3.688 1.940  0.4526
H: 1.350 -1.022 3.155  0.0755
H: 1.733 -3.379 5.746  0.4735
H: 3.875 -2.077 1.360  0.4516
H: 4.171 -3.233 -0.549  0.5297
H: 2.534 -2.826 -0.977  0.4284
H: 3.766 -5.345 0.071  0.4759
H: 2.246 -4.965 0.870  0.2351
H: 2.767 -5.632 -2.065  0.0353
H: 1.705 -6.406 -0.913  0.4611
C: -0.597 4.769 1.971  -0.6732
C: -1.723 4.052 1.587  -0.2936
C: -1.890 2.746 2.017  -0.8030
C: -0.918 2.182 2.824  0.5152
C: 0.216 2.876 3.213  -0.4594
C: 0.371 4.182 2.780  -0.5980
N: -1.108 0.804 3.279  1.1213
O: -2.099 0.213 2.910  -0.5996
O: -0.241 0.302 3.990  -0.7164
H: -0.476 5.790 1.636  0.4692
H: -2.467 4.511 0.953  0.6012
H: -2.762 2.180 1.720  0.5838
H: 0.961 2.413 3.842  0.4855
H: 1.246 4.744 3.074  0.3887
C: -7.348 -1.548 -3.475  -0.4527
C: -6.089 -1.364 -4.031  -0.5425
C: -5.121 -0.660 -3.333  -0.2308
C: -5.440 -0.144 -2.092  -0.1077
C: -6.692 -0.305 -1.524  -0.2939
C: -7.649 -1.017 -2.227  -0.4864
N: -4.411 0.607 -1.358  1.2591
O: -3.326 0.751 -1.890  -0.6480
O: -4.700 1.055 -0.267  -0.6213
H: -8.101 -2.103 -4.020  0.4026
H: -5.860 -1.766 -5.007  0.3954
H: -4.141 -0.505 -3.758  0.4516
H: -6.916 0.116 -0.555  0.4854
H: -8.633 -1.156 -1.800  0.4012
C: -5.167 5.862 -2.334  -0.3922
C: -6.379 5.812 -3.010  -0.5624
C: -6.617 4.812 -3.940  -0.4302
C: -5.626 3.876 -4.174  0.0317
C: -4.409 3.913 -3.517  -0.2250
C: -4.183 4.917 -2.590  -0.4666
N: -5.883 2.791 -5.137  1.0708
O: -6.958 2.771 -5.698  -0.6235
O: -5.005 1.964 -5.292  -0.5990
H: -4.989 6.639 -1.603  0.4371
H: -7.144 6.549 -2.809  0.3951
H: -7.557 4.761 -4.468  0.4716
H: -3.653 3.168 -3.719  0.4743
H: -3.241 4.959 -2.061  0.4086
C: -5.502 8.774 4.652  -0.5907
C: -6.385 7.853 4.102  -0.4346
C: -6.010 7.105 2.998  -0.4074
C: -4.747 7.294 2.468  0.1243
C: -3.855 8.210 2.998  -0.4183
C: -4.241 8.954 4.099  -0.3843
N: -4.336 6.488 1.312  1.1451
O: -5.135 5.701 0.847  -0.6062
O: -3.205 6.642 0.879  -0.6344
H: -5.798 9.355 5.516  0.4021
H: -7.367 7.716 4.534  0.3834
H: -6.688 6.386 2.562  0.4756
H: -2.875 8.341 2.562  0.5248
H: -3.558 9.676 4.526  0.4152
C: -0.451 11.774 -1.224  -0.4216
C: 0.202 11.364 -0.069  -0.5091
C: -0.461 11.382 1.148  -0.3031
C: -1.775 11.811 1.182  0.1744
C: -2.442 12.229 0.045  -0.4027
C: -1.769 12.209 -1.166  -0.4722
N: -2.491 11.815 2.467  1.0400
O: -1.879 11.459 3.458  -0.5998
O: -3.652 12.166 2.467  -0.5966
H: 0.068 11.755 -2.173  0.3925
H: 1.228 11.028 -0.115  0.3897
H: 0.038 11.068 2.053  0.4609
H: -3.467 12.564 0.101  0.4652
H: -2.275 12.531 -2.066  0.3882
C: 5.791 -4.029 6.320  -0.3528
C: 4.773 -4.931 6.038  0.0310
C: 4.832 -6.225 6.532  -0.4418
C: 5.916 -6.590 7.307  -0.0458
C: 6.942 -5.710 7.595  -0.4539
C: 6.875 -4.419 7.095  -0.5257
N: 5.973 -7.960 7.849  1.0190
O: 5.066 -8.714 7.560  -0.6018
O: 6.920 -8.246 8.551  -0.5996
H: 5.739 -3.018 5.936  0.4014
H: 3.934 -4.633 5.434  0.1612
H: 4.047 -6.935 6.319  0.4696
H: 7.779 -6.024 8.201  0.4744
H: 7.668 -3.717 7.313  0.3845
C: 7.964 -5.556 -5.858  -0.4855
C: 7.232 -4.384 -5.728  -0.6120
C: 6.491 -4.152 -4.581  -0.2116
C: 6.509 -5.108 -3.579  -0.0042
C: 7.234 -6.283 -3.690  -0.0747
C: 7.959 -6.505 -4.845  -0.5369
N: 5.740 -4.868 -2.362  0.9687
O: 5.080 -3.840 -2.285  -0.6410
O: 5.778 -5.700 -1.476  -0.5975
H: 8.537 -5.735 -6.758  0.4080
H: 7.235 -3.650 -6.522  0.4045
H: 5.914 -3.246 -4.472  0.4479
H: 7.227 -7.015 -2.896  0.4702
H: 8.524 -7.419 -4.957  0.3910
C: 1.002 -8.180 -5.384  -0.6125
C: 1.210 -8.100 -6.754  -0.3841
C: 2.493 -7.941 -7.255  -0.4760
C: 3.548 -7.868 -6.365  0.1662
C: 3.362 -7.939 -4.996  -0.3542
C: 2.076 -8.096 -4.507  -0.3614
N: 4.915 -7.717 -6.890  0.9781
O: 5.057 -7.632 -8.090  -0.6106
O: 5.824 -7.677 -6.080  -0.5220
H: -0.001 -8.310 -4.998  0.3896
H: 0.373 -8.165 -7.435  0.3867
H: 2.666 -7.878 -8.319  0.4638
H: 4.206 -7.878 -4.324  0.5205
H: 1.911 -8.159 -3.439  0.4446

Properties
E_LUMO, eV: -3.299
Frontier orbital gap, eV: 7.894
Energy, Eh: -4869.8777
Charge: +1